# 1
{
  "formula": "C31H39IrN5O",
  "method": "ωB97M-V with the def2-TZVPD basis set",
  "species": ["Ir", "C", "C", "C", "C", "C", "C", "C", "N", "C", "C", "C", "C", "C", "C", "C", "N", "C", "C", "C", "C", "H", "H", "H", "H", "H", "H", "H", "H", "H", "H", "H", "H", "H", "H", "H", "H", "H", "H", "H", "H", "H", "H", "H", "H", "C", "C", "N", "C", "C", "N", "H", "H", "H", "H", "H", "H", "C", "C", "C", "C", "C", "C", "C", "C", "N", "H", "H", "H", "H", "H", "H", "C", "O", "H", "H", "H"],
  "positions_angstrom": [[0.993, -1.093, -1.876], [-4.738, -1.301, 2.015], [-4.889, -1.014, 0.511], [-5.490, 0.386, 0.304], [-5.827, -2.054, -0.101], [-3.505, -1.061, -0.114], [-3.125, -2.003, -1.064], [-1.835, -2.007, -1.559], [-0.909, -1.138, -1.144], [-1.253, -0.202, -0.233], [-2.528, -0.140, 0.279], [-0.158, 0.712, 0.146], [-0.239, 1.653, 1.152], [0.834, 2.499, 1.425], [1.996, 2.304, 0.665], [2.026, 1.346, -0.315], [0.964, 0.565, -0.586], [0.755, 3.624, 2.435], [0.905, 4.943, 1.647], [-0.581, 3.645, 3.176], [1.897, 3.510, 3.457], [-5.717, -1.257, 2.492], [-4.092, -0.572, 2.508], [-4.326, -2.298, 2.184], [-6.499, 0.408, 0.713], [-5.550, 0.636, -0.757], [-4.914, 1.163, 0.809], [-6.807, -1.969, 0.368], [-5.476, -3.074, 0.070], [-5.964, -1.900, -1.173], [-3.825, -2.736, -1.437], [-1.523, -2.724, -2.303], [-2.777, 0.633, 0.991], [-1.151, 1.738, 1.724], [2.877, 2.906, 0.835], [2.908, 1.187, -0.920], [0.158, 5.021, 0.854], [1.895, 5.037, 1.199], [0.763, 5.782, 2.328], [-1.420, 3.829, 2.501], [-0.569, 4.453, 3.905], [-0.757, 2.717, 3.726], [2.875, 3.420, 2.983], [1.758, 2.647, 4.113], [1.906, 4.402, 4.081], [2.299, 1.264, -3.919], [3.174, 0.130, -3.512], [2.856, -0.900, -2.729], [3.957, -1.747, -2.702], [4.942, -1.208, -3.454], [4.432, -0.033, -3.949], [1.309, 1.169, -3.480], [2.175, 1.270, -5.002], [2.727, 2.222, -3.622], [3.967, -2.683, -2.175], [5.934, -1.553, -3.681], [4.921, 0.605, -4.559], [1.345, -2.901, -0.947], [1.586, -2.343, 0.395], [0.564, -2.366, 1.356], [0.755, -1.790, 2.592], [1.980, -1.180, 2.885], [3.025, -1.207, 1.968], [2.827, -1.796, 0.731], [2.137, -0.484, 4.136], [2.234, 0.106, 5.116], [0.457, -3.512, -1.064], [2.209, -3.273, -1.481], [-0.380, -2.843, 1.123], [-0.027, -1.804, 3.339], [3.980, -0.773, 2.229], [3.640, -1.822, 0.015], [0.392, -2.690, -4.344], [0.308, -1.480, -3.596], [-0.010, -2.477, -5.333], [-0.203, -3.491, -3.896], [1.424, -3.033, -4.452]],
  "charge": 2,
  "orbital_gap_ev": [7.38, 7.05],
  "spin_multiplicity": 2,
  "de_lowest_kcal_mol": 0.0,
  "e_tot_ev": -45103.804,
  "homo_ev": [-14.652, -14.726]
}

# 2
{
  "formula": "C3H2N2O2S",
  "method": "ωB97M-V with the def2-TZVPD basis set",
  "species": ["N", "C", "C", "S", "O", "N", "C", "O", "H", "H"],
  "positions_angstrom": [[3.074, 1.764, -0.160], [2.412, 0.733, 0.007], [1.376, -0.342, -0.087], [1.943, -1.826, -0.154], [0.162, 0.144, 0.204], [-1.029, -0.627, 0.083], [-2.104, 0.219, -0.129], [-3.288, -0.093, -0.234], [-1.037, -1.239, 0.856], [-1.509, 1.266, -0.385]],
  "charge": 0,
  "orbital_gap_ev": 8.75,
  "de_lowest_kcal_mol": 118.8,
  "smiles": "N#CC(=S)ONC=O",
  "e_tot_ev": -21049.582,
  "homo_ev": -10.252
}

# 3
{
  "formula": "C10H21Cl2IrP",
  "method": "ωB97M-V with the def2-TZVPD basis set",
  "species": ["Ir", "Cl", "Cl", "C", "H", "H", "C", "C", "H", "C", "H", "C", "H", "H", "C", "H", "H", "C", "H", "H", "H", "H", "C", "P", "C", "C", "H", "H", "H", "H", "H", "H", "H", "H", "H"],
  "positions_angstrom": [[-0.284, -1.294, 0.880], [0.988, -2.895, 1.800], [-1.741, -2.796, -0.219], [-0.483, 0.406, -1.306], [-1.096, 1.216, -1.650], [-0.661, -0.503, -1.890], [1.079, 0.214, 0.649], [0.897, 0.746, -0.900], [0.686, 1.014, 1.293], [1.985, 0.164, -1.833], [0.993, 1.832, -0.846], [2.504, -1.185, -1.312], [1.560, 0.030, -2.837], [2.802, 0.905, -1.887], [3.258, -0.994, 0.015], [1.665, -1.839, -1.096], [3.127, -1.695, -2.053], [2.541, -0.042, 1.006], [3.374, -1.963, 0.512], [4.279, -0.627, -0.180], [2.614, -0.422, 2.034], [3.084, 0.923, 1.028], [-1.673, 2.117, 0.618], [-1.882, 0.316, 0.276], [-2.335, -0.354, 1.907], [-3.524, 0.213, -0.572], [-1.219, 2.242, 1.602], [-2.652, 2.608, 0.588], [-1.040, 2.593, -0.140], [-3.237, -0.950, 1.818], [-1.527, -1.015, 2.306], [-2.478, 0.472, 2.594], [-4.060, -0.667, -0.206], [-4.123, 1.098, -0.337], [-3.423, 0.134, -1.658]],
  "charge": -1,
  "orbital_gap_ev": [2.87, 7.70],
  "spin_multiplicity": 5,
  "de_lowest_kcal_mol": 30.1,
  "e_tot_ev": -47880.287,
  "homo_ev": [0.316, -5.034]
}

# 4
{
  "formula": "C17H15F2NO3S",
  "method": "ωB97M-V with the def2-TZVPD basis set",
  "species": ["O", "C", "C", "O", "C", "O", "C", "C", "S", "C", "C", "C", "C", "C", "C", "N", "C", "C", "C", "F", "C", "C", "C", "F", "H", "H", "H", "H", "H", "H", "H", "H", "H", "H", "H", "H", "H", "H", "H"],
  "positions_angstrom": [[2.975, 1.593, -0.402], [1.806, 1.891, -0.389], [1.279, 3.057, 0.470], [0.425, 2.615, 1.520], [-0.852, 2.390, 1.238], [-1.337, 2.568, 0.145], [-1.646, 1.881, 2.417], [-0.823, 1.279, 3.547], [0.491, 0.118, 3.018], [-0.313, -0.988, 1.893], [-1.641, -1.372, 2.018], [-2.189, -2.246, 1.096], [-1.415, -2.764, 0.072], [-0.079, -2.409, -0.028], [0.469, -1.515, 0.871], [0.826, 1.288, -1.112], [0.950, 0.190, -1.957], [2.161, -0.421, -2.267], [2.167, -1.504, -3.128], [3.345, -2.085, -3.416], [1.016, -2.012, -3.703], [-0.192, -1.409, -3.396], [-0.212, -0.333, -2.535], [-1.398, 0.242, -2.233], [2.129, 3.534, 0.960], [0.745, 3.771, -0.168], [-2.229, 2.720, 2.808], [-2.357, 1.157, 2.011], [-1.475, 0.771, 4.258], [-0.261, 2.051, 4.072], [-2.244, -1.009, 2.837], [-3.227, -2.531, 1.188], [-1.848, -3.448, -0.641], [0.537, -2.822, -0.812], [1.506, -1.222, 0.797], [-0.122, 1.654, -1.021], [3.082, -0.058, -1.843], [1.069, -2.855, -4.371], [-1.119, -1.768, -3.813]],
  "charge": 0,
  "orbital_gap_ev": 8.87,
  "de_lowest_kcal_mol": 4.5,
  "smiles": "O=C(COC(=O)CCSc1ccccc1)Nc1cc(F)ccc1F",
  "e_tot_ev": -41776.103,
  "homo_ev": -8.284
}

Copy entry 4 word for word.
{
  "formula": "C17H15F2NO3S",
  "method": "ωB97M-V with the def2-TZVPD basis set",
  "species": ["O", "C", "C", "O", "C", "O", "C", "C", "S", "C", "C", "C", "C", "C", "C", "N", "C", "C", "C", "F", "C", "C", "C", "F", "H", "H", "H", "H", "H", "H", "H", "H", "H", "H", "H", "H", "H", "H", "H"],
  "positions_angstrom": [[2.975, 1.593, -0.402], [1.806, 1.891, -0.389], [1.279, 3.057, 0.470], [0.425, 2.615, 1.520], [-0.852, 2.390, 1.238], [-1.337, 2.568, 0.145], [-1.646, 1.881, 2.417], [-0.823, 1.279, 3.547], [0.491, 0.118, 3.018], [-0.313, -0.988, 1.893], [-1.641, -1.372, 2.018], [-2.189, -2.246, 1.096], [-1.415, -2.764, 0.072], [-0.079, -2.409, -0.028], [0.469, -1.515, 0.871], [0.826, 1.288, -1.112], [0.950, 0.190, -1.957], [2.161, -0.421, -2.267], [2.167, -1.504, -3.128], [3.345, -2.085, -3.416], [1.016, -2.012, -3.703], [-0.192, -1.409, -3.396], [-0.212, -0.333, -2.535], [-1.398, 0.242, -2.233], [2.129, 3.534, 0.960], [0.745, 3.771, -0.168], [-2.229, 2.720, 2.808], [-2.357, 1.157, 2.011], [-1.475, 0.771, 4.258], [-0.261, 2.051, 4.072], [-2.244, -1.009, 2.837], [-3.227, -2.531, 1.188], [-1.848, -3.448, -0.641], [0.537, -2.822, -0.812], [1.506, -1.222, 0.797], [-0.122, 1.654, -1.021], [3.082, -0.058, -1.843], [1.069, -2.855, -4.371], [-1.119, -1.768, -3.813]],
  "charge": 0,
  "orbital_gap_ev": 8.87,
  "de_lowest_kcal_mol": 4.5,
  "smiles": "O=C(COC(=O)CCSc1ccccc1)Nc1cc(F)ccc1F",
  "e_tot_ev": -41776.103,
  "homo_ev": -8.284
}